Entry 1:
The following is a quantum chemistry calculation of a 2-piece molecular cluster, C4H6N4O overall in a non-equilibrium geometry, from the Open Molecules 2025 dataset.

The SMILES is CN(O)C#N.N=C=C=N. The HOMO energy (spin up / spin down) comes out at -8.00 / -8.06 eV. The energy above the lowest of the compared OMol25 structures with the same formula, charge and spin is 154.4 kcal/mol. Its HOMO-LUMO gap (spin up / spin down) is 7.011 / 7.137 eV.

XYZ file:
```
15
Properties=species:S:1:pos:R:3:forces:R:3
O 1.9556 -1.1321 0.6154 -0.45 -0.85 0.11
N -1.9413 -1.8893 0.5591 0.51 0.30 0.18
N 1.2639 0.1267 -2.2868 -0.38 0.17 0.26
N 0.9641 -0.2126 0.1950 0.62 0.72 -0.08
N -1.5917 1.4195 -1.0876 0.77 -0.31 0.19
C 1.0770 0.0363 -1.1513 0.97 -0.60 0.51
C 1.0449 0.9911 1.0439 -0.49 0.15 -0.32
C -1.7026 0.2399 -0.7295 0.82 -1.01 0.35
C -1.4939 -0.8722 -0.0193 -2.30 1.27 -0.13
H 0.2026 1.6209 0.7612 -0.08 0.02 0.11
H 1.9540 1.5726 0.8924 0.21 -0.25 -0.04
H 1.4365 -1.8842 0.9914 0.43 0.75 -0.46
H -2.8124 -2.2646 0.1916 0.17 -0.40 -0.39
H -1.3118 1.5564 -2.0619 -0.77 0.14 -0.15
H 0.9550 0.6916 2.0861 -0.03 -0.08 -0.14
```
Positions in Å, forces in eV/Å.



Entry 2:
The following is a quantum chemistry calculation of a 2-piece molecular cluster, C29H47ClF2N5O9P overall in a non-equilibrium geometry, from the Open Molecules 2025 dataset.

The HOMO energy comes out at -5.61 eV. The energy above the lowest of the compared OMol25 structures with the same formula, charge and spin is 0.0 kcal/mol. Its HOMO-LUMO gap is 3.627 eV.

XYZ file:
```
94
Properties=species:S:1:pos:R:3:forces:R:3
Cl -3.4218 -4.3814 0.6677 1.09 -0.17 -0.03
P -1.9435 -3.2029 1.5616 -0.85 1.34 1.79
F 1.3720 -3.9909 -0.4926 -0.98 0.74 0.46
F 0.8657 -0.3054 -3.9781 -0.58 -0.07 1.45
O 0.5125 5.2782 -4.7765 -0.06 0.02 -0.10
O 1.1332 7.2989 -5.5918 -0.08 -0.39 -0.07
O 2.3934 -1.5741 0.5500 -0.48 0.88 -0.96
O -0.6801 -2.3225 -2.8675 1.57 0.62 1.37
O -0.8977 3.9570 0.1243 -0.16 -1.39 -1.11
O -1.4751 -2.7688 -3.9205 -1.04 -0.59 -1.16
O 3.3215 -2.7186 2.9031 0.55 -1.17 -0.49
O 1.5923 2.8395 -0.9937 -0.21 -0.79 0.25
O -1.2445 -4.1587 2.7700 -0.75 0.44 -2.00
N -0.6214 -2.8560 0.3869 0.11 -1.32 1.07
N -0.9689 -0.3863 0.4435 -1.13 -2.25 0.92
N 0.5435 -1.2159 -0.9540 -0.18 -0.04 0.32
N 0.0122 1.7278 0.2164 0.54 0.11 -0.19
N 0.1856 -0.0542 2.6319 -1.02 -0.33 -0.86
C 0.0363 -4.0798 -0.1139 0.15 -2.98 -0.73
C -5.5601 1.9430 1.8617 1.57 0.46 -1.27
C 0.7618 2.3125 -4.7319 0.24 -0.77 0.53
C 2.3916 -3.7619 4.9234 0.39 -0.37 -1.04
C -0.5072 2.9924 0.7176 -0.05 2.35 2.85
C -0.3207 3.2285 2.2769 1.00 -1.28 -0.03
C 0.7818 7.0741 -3.2680 0.03 0.26 0.31
C -0.3802 -1.6038 0.0448 1.33 4.21 -1.42
C -1.1889 -1.0512 -2.5014 -2.68 1.51 -0.29
C 3.7829 -1.8756 0.5918 0.88 -1.22 1.69
C -4.8972 3.0926 1.2610 0.93 -2.21 -0.76
C -0.7298 -4.8387 -1.2803 0.86 0.20 -0.30
C -1.1005 -0.0868 1.8692 -1.08 0.15 2.36
C -0.7889 0.7825 -0.5278 -0.37 -0.97 -0.75
C 3.9725 -3.0184 1.6708 0.59 0.10 -1.07
C -0.1478 -0.1264 -1.6939 0.05 -1.26 -1.83
C -2.1377 1.4579 -1.0365 -1.24 -0.90 -0.28
C 1.4039 2.0337 -0.1150 1.79 1.23 -0.86
C 0.5982 0.5743 -2.8854 1.27 1.70 -0.25
C -3.9818 0.3982 0.6065 -0.22 1.62 0.03
C -3.2943 1.5238 -0.0032 -1.51 1.79 1.49
C 2.6875 1.6456 0.6887 -0.19 0.17 0.76
C 3.4277 -3.8818 3.7398 -0.87 -0.29 1.39
C -3.7857 2.8690 0.3433 -1.01 -0.94 0.76
C -0.1439 1.8042 -3.5172 0.43 -0.07 -1.24
C -5.0896 0.6180 1.5267 0.54 0.72 -0.68
C 0.8144 6.4995 -4.6905 0.10 0.36 -0.07
C 1.9733 -1.2308 -0.7877 2.46 -2.42 -0.91
C 0.1999 -1.0125 3.7553 1.63 -0.13 0.41
H -0.2223 6.9698 -2.8484 0.05 -0.12 0.06
H 0.0357 -4.8228 0.7359 0.06 1.22 -0.43
H 0.5361 -2.0375 3.4223 -0.71 0.81 0.41
H 4.4582 -4.0022 4.1717 -0.69 0.19 -0.60
H -2.1475 -1.2125 -1.9122 0.95 0.13 -0.30
H 3.4752 1.2023 0.0219 -1.00 0.28 0.57
H -0.8071 -5.9294 -1.0191 -0.20 1.17 -0.04
H -1.9345 2.4612 -1.4982 0.06 -0.92 0.96
H 0.5706 2.6423 2.6462 -0.93 0.44 -0.37
H -0.0462 -4.8079 -2.1733 -0.83 0.23 0.79
H 1.0517 8.1315 -3.2615 -0.01 -0.04 -0.06
H 5.0865 -3.1645 1.8158 -0.97 0.24 -0.02
H 0.6047 3.4060 -4.9226 0.20 -0.88 0.15
H -1.1152 1.4827 -3.9909 0.68 0.35 0.89
H -2.6012 0.9048 -1.9042 0.90 0.13 0.86
H 0.5933 1.6828 -5.6466 -0.02 0.64 0.84
H -1.7350 -0.8174 2.4502 0.35 0.49 -1.24
H 2.3778 -2.0818 -1.4210 -0.38 0.91 0.43
H -5.6088 -0.2769 1.9476 0.53 0.92 -0.37
H -0.7424 -1.0285 4.3514 0.56 0.03 -0.74
H -3.6408 -0.6315 0.3325 -0.53 0.93 0.42
H -6.4144 2.1434 2.5445 0.76 -0.53 -0.57
H 2.6606 -2.9204 5.6026 -0.41 -0.65 -0.50
H 1.0075 -0.6629 4.4613 -0.83 -0.42 -0.56
H -1.5327 -0.5277 -3.4370 0.51 -0.47 0.92
H -0.8926 -3.3722 -4.4214 0.03 0.53 0.39
H -1.6930 0.8569 2.0282 0.87 -0.70 -0.72
H -5.2148 4.1379 1.4566 0.18 -0.98 -0.08
H 3.6005 -4.0002 1.2529 0.07 0.97 0.35
H 3.1546 -4.8263 3.1843 0.41 0.96 0.21
H 4.4329 -1.0168 0.9048 -0.88 -0.31 -0.35
H 2.5131 1.0463 1.6107 0.12 0.19 -0.87
H -1.7132 -4.3852 -1.5311 0.81 -0.46 0.16
H 1.8265 2.0987 -4.4255 -0.83 0.62 -0.43
H 3.1329 2.6227 1.0314 -0.59 -0.85 -0.42
H -2.0035 -4.3450 3.3631 0.55 -0.04 -0.13
H -0.1288 4.2975 2.5156 -0.50 -0.72 -0.52
H 2.5353 -0.3376 -1.1711 -1.25 -0.28 0.44
H -0.2669 2.6685 -2.8208 0.06 -0.90 -0.36
H -3.3400 3.7863 -0.1140 -0.22 -1.12 0.37
H 1.6276 0.9510 -2.6264 -1.08 -0.40 0.11
H 0.9166 -0.2901 1.9601 0.10 0.06 0.51
H 4.2067 -2.2853 -0.3599 -0.64 0.37 0.49
H 1.4869 6.5318 -2.6323 -0.11 -0.08 0.03
H 1.3817 -3.6388 4.4472 0.87 0.07 0.73
H 2.3882 -4.7398 5.4681 0.06 0.91 -0.25
H -1.1892 2.8347 2.8631 0.56 0.43 -0.61
```
Positions in Å, forces in eV/Å.



Entry 3:
The following is a quantum chemistry calculation of an isolated ion of composition C10H16P and charge +1 in a non-equilibrium geometry, from the Open Molecules 2025 dataset.

The HOMO energy comes out at -13.95 eV. The net charge is +1. The energy above the lowest of the compared OMol25 structures with the same formula, charge and spin is 39.0 kcal/mol. Its HOMO-LUMO gap is 11.174 eV.

XYZ file:
```
27
Properties=species:S:1:pos:R:3:forces:R:3
P -0.4234 0.9952 0.2241 0.07 -1.08 -1.19
C -0.6877 1.8143 1.7402 3.57 0.47 -0.08
C 0.8311 -0.3956 0.3495 -1.93 -0.64 -2.93
C -3.0087 -0.2715 -0.4657 2.74 1.93 1.05
C 1.7623 -0.1494 -0.9452 0.56 -0.28 1.58
C 0.4255 1.8958 -1.0836 -0.36 -0.52 0.29
C 1.4312 1.1511 -1.5222 1.35 1.36 -0.08
C 3.2455 -0.2737 -0.5204 0.79 -1.49 -3.85
C 0.1526 -1.8166 0.4273 0.98 0.01 0.71
C -4.2720 -0.8295 -0.6978 0.07 0.56 -2.72
C -2.0359 0.3983 -0.1492 0.14 -0.99 -0.83
H 3.6142 0.5180 0.0493 0.47 1.51 0.85
H -0.8508 1.0835 2.4768 -0.70 -0.69 1.13
H -0.2977 -1.9818 1.4210 0.02 0.27 -0.37
H 2.1263 1.5650 -2.2842 -0.62 -0.41 0.35
H 3.4869 -1.1993 0.0089 -0.37 -0.02 -0.16
H -1.3707 2.5574 1.6004 -2.53 1.64 0.00
H 0.2794 2.8382 -1.5650 -0.77 0.52 0.26
H 1.4567 -0.2867 1.2087 0.24 0.37 0.66
H 0.2284 2.3879 1.9866 -0.15 -0.53 0.07
H 1.7222 -0.7296 -1.8627 -0.90 -1.41 0.45
H 1.0476 -2.4558 0.4381 -0.49 -0.34 -0.26
H -4.8901 -0.5131 0.0444 -2.10 1.26 2.05
H -0.5789 -2.1718 -0.3325 0.77 0.81 0.24
H -4.6313 -0.4850 -1.6846 -0.07 -0.31 0.44
H 3.8485 -0.3407 -1.5656 -0.99 0.32 2.60
H -4.3040 -1.8593 -0.6268 0.23 -2.32 -0.24
```
Positions in Å, forces in eV/Å.



Entry 4:
The following is a quantum chemistry calculation of a 2-piece molecular cluster, C4H8O4 overall in a non-equilibrium geometry, from the Open Molecules 2025 dataset.

The SMILES is CC(=O)O.CC(=O)O. The HOMO energy comes out at -10.59 eV. The energy above the lowest of the compared OMol25 structures with the same formula, charge and spin is 20.5 kcal/mol. Its HOMO-LUMO gap is 11.293 eV.

XYZ file:
```
16
Properties=species:S:1:pos:R:3:forces:R:3
O -4.1852 0.5946 -0.4182 -0.44 1.50 -2.21
O 4.7025 -0.9755 3.6179 0.31 -1.68 -1.95
O -3.5801 1.8039 -2.2839 0.42 -0.64 1.69
O 4.6077 -2.5768 1.9189 0.14 -0.35 1.96
C -5.8001 0.9612 -2.1700 -0.84 -0.56 -0.06
C 4.8211 -1.3361 2.4510 -0.69 1.36 0.75
C 5.0997 -0.3694 1.3270 0.29 0.47 -0.25
C -4.4829 1.1231 -1.4911 1.43 -0.77 0.77
H 5.2234 0.6574 1.7102 -0.09 -0.60 -0.04
H -6.5722 1.6165 -1.7329 0.39 -0.27 -0.06
H 6.0197 -0.6583 0.7915 -0.43 0.04 0.13
H 4.2591 -0.3796 0.6130 0.38 -0.11 0.25
H -2.7145 1.7555 -1.7936 -1.02 0.15 -0.58
H 4.4647 -3.2218 2.6644 0.09 0.87 -0.85
H -6.0560 -0.0865 -1.9391 -0.29 0.47 -0.15
H -5.8067 1.0918 -3.2652 0.35 0.12 0.60
```
Positions in Å, forces in eV/Å.